The following is a quantum chemistry calculation of a 2-piece molecular cluster, C6H11NO overall at a distorted geometry, from the OMol25 dataset.

## Properties
* gap between HOMO and LUMO: 3.02 eV
* energy: -9929.459 eV
* spin multiplicity: 1
* E_LUMO: -3.7 eV

CARTESIAN COORDINATES (ANGSTROEM)
O (0.15, 1.90, -3.62)
N (0.97, -0.70, 3.28)
C (0.50, -0.86, 2.07)
C (-1.07, -0.31, 0.11)
C (-0.20, 0.01, -2.30)
C (-0.74, -0.61, 1.54)
C (0.08, -0.42, -0.92)
C (0.60, 0.93, -3.05)
H (0.37, -1.51, -0.89)
H (1.19, -1.60, 3.71)
H (-0.08, 2.46, 1.47)
H (-1.46, 0.71, -0.01)
H (0.45, 2.09, 1.11)
H (1.70, 0.78, -2.84)
H (0.97, 0.11, -0.55)
H (-1.85, -1.04, -0.12)
H (-1.25, -0.14, -2.53)
H (-1.61, -0.50, 2.18)
H (1.27, -1.29, 1.34)